[1]
This record from the OMol25 dataset describes 3 unconnected molecules or ions with the total composition C2H10NO3. The level of theory is ωB97M-V/def2-TZVPD.

The geometry in XYZ format:
```
16
Properties=species:S:1:pos:R:3:lowdin_charge:R:1
O 0.408 2.191 1.110 0.087
C -0.157 2.148 0.053 -0.171
C -0.511 0.760 -0.524 -0.101
N 0.388 -0.207 0.097 0.156
H -0.660 3.048 -0.319 0.142
H -1.552 0.504 -0.337 0.136
H -0.494 0.791 -1.594 0.125
H -0.186 -0.908 0.575 0.125
H 1.210 -0.621 -0.383 0.124
H 0.803 0.217 0.948 0.155
H 1.909 -2.377 -1.738 0.071
H 2.056 -1.185 -2.704 0.074
O 2.104 -1.435 -1.774 -0.033
H -2.280 -0.514 2.538 0.080
H -1.567 -1.685 1.998 0.067
O -1.470 -0.726 2.054 -0.035
```

- HOMO-LUMO gap: 11.369 eV
- Maximum force: 0.0415 Eh/bohr
- Multiplicity: 1
- Total charge: +1



[2]
This record from the OMol25 dataset describes a molecular structure, C22H17BaF5N4O5. The level of theory is ωB97M-V/def2-TZVPD.

The geometry in XYZ format:
```
54
Properties=species:S:1:pos:R:3:lowdin_charge:R:1
Ba 0.540 1.080 1.309 1.889
C 3.578 0.015 1.136 -0.238
C 3.590 1.182 1.907 -0.276
C 2.905 0.930 3.123 -0.299
C 2.486 -0.419 3.093 -0.278
C 2.887 -0.981 1.873 -0.251
H 4.051 -0.118 0.173 0.075
H 4.016 2.136 1.620 0.078
H 2.661 1.661 3.882 0.075
H 1.903 -0.898 3.869 0.086
H 2.779 -2.016 1.588 0.067
O -5.664 -0.260 3.709 0.064
C -4.529 0.009 3.368 -0.299
C -3.420 -0.974 3.112 -0.332
O -3.504 -2.197 3.132 0.029
C -2.233 -0.179 2.787 -0.364
C -2.588 1.216 2.680 -0.358
O -1.767 2.098 2.283 -0.214
C -3.994 1.392 3.083 -0.320
O -4.621 2.435 3.175 0.048
O -1.056 -0.616 2.549 -0.240
C -0.006 -2.485 0.271 -0.168
N -0.539 -3.618 -0.500 -0.086
C 0.181 -3.683 -1.769 -0.192
N 0.061 -2.450 -2.555 -0.088
C 0.575 -1.334 -1.745 -0.171
N -0.139 -1.207 -0.467 -0.168
C -1.575 -1.011 -0.754 -0.172
N -2.136 -2.111 -1.544 -0.083
C -1.951 -3.351 -0.778 -0.166
C -1.369 -2.212 -2.785 -0.186
H 1.050 -2.657 0.458 0.101
H -0.538 -2.395 1.219 0.115
H -0.212 -4.513 -2.362 0.115
H 1.239 -3.865 -1.566 0.120
H 0.471 -0.409 -2.312 0.105
H 1.634 -1.497 -1.535 0.128
H -1.696 -0.081 -1.315 0.132
H -2.111 -0.937 0.194 0.120
H -2.364 -4.185 -1.353 0.117
H -2.488 -3.268 0.168 0.131
H -1.482 -1.284 -3.349 0.124
H -1.769 -3.038 -3.379 0.116
F 1.517 4.294 0.513 -0.009
C 1.491 4.103 -0.855 -0.291
C 1.140 2.883 -1.353 -0.033
C 1.156 2.809 -2.717 -0.282
F 0.815 1.641 -3.363 0.004
C 1.493 3.856 -3.555 -0.169
F 1.491 3.733 -4.902 0.068
C 1.841 5.071 -2.994 -0.160
F 2.176 6.116 -3.777 0.078
C 1.841 5.200 -1.617 -0.166
F 2.185 6.388 -1.071 0.073
```

- HOMO-LUMO gap: 5.893 eV
- Maximum force: 0.0120 Eh/bohr
- Multiplicity: 1
- Total charge: -2



[3]
This record from the OMol25 dataset describes 2 unconnected molecules or ions with the total composition C5H16N3O. The level of theory is ωB97M-V/def2-TZVPD.

The geometry in XYZ format:
```
25
Properties=species:S:1:pos:R:3:lowdin_charge:R:1
C 0.985 -0.182 1.920 -0.212
C 2.183 -1.160 2.159 -0.051
C 0.366 1.619 0.342 -0.424
N 1.248 0.791 0.874 0.085
N -0.920 1.293 0.266 0.205
N 0.782 2.754 -0.268 0.207
H 0.169 -0.891 1.725 0.109
H 0.757 0.277 2.889 0.127
H 1.845 -2.170 2.338 0.078
H 2.854 -0.823 2.936 0.074
H 2.220 1.076 0.885 0.159
H -1.111 0.294 0.430 0.099
H -1.448 1.746 -0.451 0.124
H 1.772 2.901 -0.391 0.132
H 0.061 3.291 -0.702 0.121
H 2.766 -1.054 1.241 0.074
C -1.954 -1.157 -1.622 -0.256
C -1.850 -2.410 -2.477 -0.059
O -0.725 -0.966 -0.843 -0.158
H -1.919 -0.223 -2.183 0.107
H -2.820 -1.124 -0.951 0.117
H -2.197 -3.241 -1.848 0.087
H -0.202 -1.774 -0.809 0.090
H -0.782 -2.562 -2.643 0.079
H -2.414 -2.432 -3.405 0.086
```

- HOMO-LUMO gap: 11.375 eV
- Maximum force: 0.0500 Eh/bohr
- Multiplicity: 1
- Total charge: +1



> multiplicity of number 1 (C2H10NO3)?

1



> multiplicity of number 2 (C22H17BaF5N4O5)?

1